No. 1
A 2-piece molecular cluster, C20H38Br2F3 overall. Source: OMol25; level of theory: ωB97M-V/def2-TZVPD.

HOMO energy = -1.43 eV
net charge = -1
orbital gap = 3.95 eV
calculated total energy = -6232.4383 hartree

Each line ends with the Mulliken charge.
Element x y z (Å)
1 Br -3.9719 -5.5813 0.3531  -0.1463
2 Br -4.0382 -2.5243 2.3962  -0.0498
3 F -4.9226 -1.4075 -3.3096  -0.3071
4 F -4.6389 -3.4579 -2.7666  -0.3181
5 F -2.9597 -2.1390 -2.9002  -0.2963
6 C 3.7751 1.9897 -1.5083  -0.7079
7 C -4.8707 -0.4601 -0.6309  -0.4268
8 C -4.2742 -4.3756 2.9452  -0.6293
9 C -4.3949 -1.8770 -1.0054  -0.5577
10 C 6.4407 -2.8201 0.5078  -1.0511
11 C 1.2184 2.0317 -1.8558  -0.8420
12 C 4.8278 1.6558 -0.4344  -0.7700
13 C 0.0998 2.9291 0.2545  -0.7448
14 C -4.2313 -2.1977 -2.4700  0.9138
15 C 0.8642 3.2745 -1.0295  -0.7784
16 C -3.8044 0.3077 0.1274  -0.2677
17 C -1.3676 2.5024 0.0077  -0.2105
18 C -3.4422 2.4037 1.5822  -0.8908
19 C -2.4180 3.2706 0.8368  -0.7713
20 C 6.4104 -0.2149 0.3680  -0.8265
21 C -3.3764 -5.3139 2.1822  -0.5744
22 C 2.4322 1.2602 -1.3260  -0.5954
23 C 5.6887 -1.5061 0.8134  -0.4330
24 C -4.3967 1.5802 0.7064  -0.1158
25 C 5.7548 0.4956 -0.8374  -0.7532
26 H -1.8997 3.8970 1.5793  0.4065
27 H 4.3180 1.3853 0.4983  0.4344
28 H 7.4490 -0.4587 0.1128  0.4278
29 H 5.9443 -3.4069 -0.2698  0.2781
30 H 2.2774 1.0075 -0.2682  0.3128
31 H 1.7829 3.8226 -0.7762  0.3375
32 H -4.0292 -4.4169 4.0052  0.3297
33 H -1.5144 1.4344 0.1773  0.0394
34 H -3.4754 -0.3118 0.9898  -0.6050
35 H -2.9736 3.9680 0.1935  0.1687
36 H -4.0358 3.0816 2.2162  0.3728
37 H -5.3239 -4.6148 2.8038  0.3784
38 H 0.3513 1.3611 -1.8861  0.3746
39 H 2.4814 0.2981 -1.8533  0.3570
40 H 0.1348 3.7964 0.9292  0.4808
41 H 5.4416 2.5397 -0.2274  0.2847
42 H -3.3726 -6.2991 2.6439  0.3454
43 H -5.0763 -2.6360 -0.6075  0.2012
44 H -5.8217 -0.5774 -0.0421  0.2351
45 H 5.1773 -0.2344 -1.4164  0.3874
46 H -2.9231 1.7160 2.2659  0.2526
47 H 1.4191 2.3152 -2.8999  0.3601
48 H 0.2491 3.9525 -1.6323  0.4306
49 H -1.5814 2.6517 -1.0584  0.3256
50 H 4.7034 -1.5380 0.3339  0.3107
51 H 6.5420 0.8854 -1.4924  0.3386
52 H -3.4173 -2.0420 -0.5396  0.2306
53 H -4.7815 2.2251 -0.1040  0.2134
54 H -5.1622 0.1034 -1.5241  0.2682
55 H -5.2998 1.3510 1.3374  0.2362
56 H 6.4592 0.4882 1.2078  0.3793
57 H 5.4890 -1.4579 1.8883  0.3566
58 H 7.4578 -2.6169 0.1572  0.2969
59 H 3.6185 3.0719 -1.5645  0.4853
60 H 6.5299 -3.4496 1.3967  0.2734
61 H -2.3617 -4.9325 2.1206  0.3653
62 H 0.6343 2.1258 0.7816  0.1340
63 H 4.1846 1.6892 -2.4834  0.3459



No. 2
A 7-piece molecular cluster, C23H58BN2O15P overall in a non-equilibrium geometry. Source: OMol25; level of theory: ωB97M-V/def2-TZVPD.

HOMO energy = -8.72 eV
SMILES string = CCCC[C@H](CNC)O[C@H](C[C@H]1CO1)[C@](CC(=O)O)(O[C@H](CCN(CC)C(C)=O)B(O)OCC)[PH2]=O.O.O.O.O.O.O
orbital gap = 9.04 eV
calculated total energy = -2515.4369 hartree

Each line ends with the Mulliken charge.
Element x y z (Å)
1 P 1.0428 2.6732 1.8978  0.7793
2 O -8.5598 3.2068 -5.1041  -0.6024
3 O 2.3106 3.3706 1.5665  -0.7801
4 O -3.9352 1.2359 2.9673  -0.5540
5 O 4.4015 -3.1616 -0.5275  -0.6383
6 O 3.5789 -8.5319 -0.3147  -0.6192
7 O 0.7516 0.4583 0.3455  -0.3850
8 O 0.0023 -5.8914 1.3940  -0.5736
9 O 3.6923 -0.4752 2.3795  -0.3151
10 O 1.4460 -7.2256 -2.4745  -0.6103
11 O 5.1831 -5.9174 1.0129  -0.6220
12 O -1.8667 2.6351 -0.2901  0.0776
13 O 6.8921 -1.6757 5.2881  -0.6405
14 O 0.7575 2.7502 -3.1851  -0.5687
15 O -0.2385 0.9473 -2.2835  -0.4902
16 O 1.5677 -1.4146 2.2437  -0.8286
17 N -3.2512 5.7843 1.1102  -0.4230
18 N 2.4848 -2.7748 -1.7461  0.1132
19 C 1.7319 -3.8301 -2.4802  -0.6970
20 C -2.8889 3.4672 0.2280  0.5791
21 C 0.7208 2.6072 -0.7782  -1.6339
22 C 1.6927 -1.6067 -1.3534  -0.7037
23 C -3.2302 -0.1062 3.1899  -1.1153
24 C -1.2617 1.6497 0.5242  0.2722
25 C 4.8912 -0.1489 1.6505  0.3987
26 C -1.7520 1.5473 1.9570  -1.1156
27 C 3.1864 -3.3311 -0.6363  0.8285
28 C -3.6532 3.9455 -1.0067  -1.4895
29 C 0.2198 -3.8452 -2.2945  -1.1077
30 C 0.2994 1.7810 0.4292  0.6013
31 C -4.2590 2.7252 -1.7466  -0.6481
32 C 2.6183 -0.4537 -0.9224  -1.4209
33 C -3.0755 0.7941 2.0151  0.3841
34 C -2.9482 6.9458 0.2852  -0.9753
35 C -6.2843 2.1666 -3.2059  -1.2084
36 C -2.2886 4.6802 0.9583  -0.6503
37 C 6.0323 -0.1485 2.6463  -1.4728
38 C -5.7973 2.7842 -1.8766  -0.4934
39 C 2.1716 0.2564 0.3643  -0.7557
40 C 2.4837 -4.1475 0.4279  -1.1361
41 C 0.3465 1.9898 -2.1043  0.3777
42 B 2.5256 -0.5845 1.6908  0.6334
43 H 5.9525 -1.6539 5.4937  0.3166
44 H -0.2491 -3.0960 -2.9250  0.3573
45 H -3.1939 6.1009 2.0664  0.3185
46 H 2.7336 -3.6863 1.3801  0.3667
47 H -1.4612 5.0201 0.3318  0.1086
48 H 4.8226 -5.3107 1.6653  0.3009
49 H 2.8778 -5.1551 0.4584  0.4155
50 H -9.4896 2.9617 -5.0821  0.2899
51 H 1.4072 -4.1722 0.3012  0.1323
52 H 6.2642 -1.1741 2.8997  0.3352
53 H 2.0925 -4.7904 -2.1170  0.5375
54 H -4.4961 4.5419 -0.6904  0.5669
55 H 0.2999 3.6082 -0.7593  0.7838
56 H 3.6555 -0.7561 -0.8575  0.8430
57 H 4.0304 -9.3531 -0.5277  0.2896
58 H -4.0459 1.8201 -1.1849  0.2451
59 H 4.8091 0.8035 1.1318  0.2375
60 H -4.1387 -0.6616 3.3651  0.4065
61 H -1.4504 0.6797 0.0671  0.6142
62 H -0.0807 -3.7192 -1.2632  0.1840
63 H 7.2597 -0.9343 5.7776  0.3118
64 H -1.9252 2.4789 2.4783  0.1059
65 H -2.9967 4.5114 -1.6614  0.2924
66 H -1.9363 7.3390 0.4250  0.3386
67 H 1.1158 -1.2622 -2.1989  0.5433
68 H 1.9524 -7.5770 -1.7305  0.3033
69 H 5.0689 -0.9499 0.9371  0.0996
70 H -7.1549 1.5340 -3.0627  0.3216
71 H -0.1494 -4.8079 -2.6374  0.3917
72 H 0.1095 3.5734 2.4398  0.0035
73 H 2.0166 -3.7784 -3.5258  0.3977
74 H -1.0937 0.8844 2.5091  0.9610
75 H 1.2252 -2.0397 1.6034  0.2714
76 H -6.2194 2.1788 -1.0778  0.2500
77 H -6.5851 2.9497 -3.8834  0.2463
78 H 1.8732 -7.6012 -3.2488  0.2925
79 H -3.8070 2.5857 -2.7231  0.4747
80 H 1.2690 1.6793 2.8764  -0.0154
81 H 5.3946 -5.3458 0.2642  0.3278
82 H 5.6973 0.3148 3.5673  0.2455
83 H 0.4735 3.6528 -3.0093  0.4184
84 H -3.6439 2.9694 0.8379  0.1429
85 H -0.1405 -5.6040 2.3010  0.2903
86 H -3.1172 6.7551 -0.7689  0.2663
87 H 2.5967 0.3087 -1.7020  0.4145
88 H -5.5022 1.5386 -3.6190  0.3982
89 H -2.6855 0.1111 4.0981  0.3365
90 H -3.6346 7.7417 0.5636  0.3798
91 H -6.1644 3.7959 -1.7373  0.4280
92 H 2.7553 1.1754 0.4182  0.4260
93 H 6.9049 0.3449 2.2342  0.4547
94 H 4.2290 -8.0223 0.1868  0.3194
95 H 0.9820 -1.8028 -0.5429  0.2064
96 H -0.2461 -6.8206 1.3966  0.2813
97 H -1.9392 4.4217 1.9544  0.3006
98 H -8.3775 3.3624 -6.0358  0.2990
99 H 1.7968 2.7639 -0.7801  0.4842
100 H -3.4827 0.4365 1.0812  0.5706